DFT (ωB97M-V/def2-TZVPD) results for C80H184F6N5O8P4S2 as an isolated structure in a non-equilibrium geometry.

- HOMO energy: -19.85 eV
- 2S+1: 1
- Net charge: +7
- Kohn-Sham gap: 7.6 eV
- DFT total energy: -184831.6374 eV

Structure (XYZ):
```
289
Properties=species:S:1:pos:R:3:forces:R:3:mulliken_charge:R:1
C 1.337 -0.363 -0.031 -1.2536 -0.5093 0.9188 0.0803
F 1.788 -1.115 -0.970 0.0898 -1.4727 -2.5366 -0.1043
F 0.607 -1.133 0.807 -0.1856 1.0752 -0.6750 -0.1587
F 2.385 0.041 0.601 0.9294 1.6452 1.3399 -0.0754
S 0.375 1.116 -0.797 2.2017 1.5811 -1.1254 0.0045
O -0.432 1.671 0.257 0.1925 -0.6419 -0.7742 0.1300
O 1.432 2.030 -1.369 -2.4875 -2.7161 0.9550 -0.1334
N -0.492 0.326 -2.098 2.6188 1.6989 2.0308 -0.7531
S -1.975 0.749 -1.956 -5.6383 -1.4343 1.9536 0.6840
O -2.648 -0.090 -0.931 0.9738 1.8614 -1.8861 -0.5465
O -2.290 2.188 -1.934 0.7351 -1.5310 -0.5579 -0.1867
C -2.747 0.007 -3.629 0.9093 0.9784 3.1862 -0.3068
F -2.232 0.687 -4.599 1.1312 0.4222 -2.1023 0.0054
F -2.351 -1.263 -3.696 -0.6481 -0.1047 -0.3576 0.1290
F -4.059 0.184 -3.699 0.1078 -0.7419 0.4330 -0.1957
C 3.271 -4.268 7.355 0.1946 -0.3566 -0.3070 -1.2397
C 3.973 -3.168 8.166 -0.3977 -0.6824 -0.2747 -0.7140
C 4.845 -2.198 7.388 0.5956 -0.5931 -0.2073 -0.3315
C 6.035 -2.975 6.723 -1.2611 -0.2019 0.9981 -1.4405
P 7.395 -1.935 6.223 0.8499 -0.9661 -0.5148 0.9893
C 8.633 -3.027 5.403 1.3304 0.5611 -0.9871 -1.3489
C 9.774 -2.314 4.537 -1.4755 0.2384 -0.8887 -0.1678
C 10.991 -3.140 4.139 0.0465 0.6623 1.1890 -0.7006
C 11.891 -2.300 3.205 -0.2902 -1.1270 0.2860 -1.2704
C 6.662 -0.735 5.050 0.9649 0.3655 -0.7518 -0.7282
C 6.310 -1.299 3.655 -1.1838 -1.3752 1.7801 -1.4599
C 6.092 -0.275 2.581 0.8889 -0.7551 0.1237 0.4251
C 5.774 -1.016 1.280 -0.0234 1.9213 -0.1224 -0.8259
C 8.112 -1.211 7.738 0.1982 0.5854 -0.4948 -0.9122
C 9.298 -0.225 7.532 -0.1161 0.9184 -0.2653 -0.8437
C 8.984 1.168 6.863 -1.1585 -0.4692 0.3036 -0.4104
C 7.597 1.813 7.275 1.5915 -0.1840 -0.1115 -1.0697
H 3.929 -5.036 6.947 0.4145 -0.0187 0.2599 0.3317
H 2.746 -3.929 6.462 -0.2762 0.5047 0.1314 0.2976
H 2.565 -4.812 7.981 -0.0384 0.1391 -0.0018 0.3851
H 4.634 -3.656 8.882 -0.1897 0.0151 0.3295 0.3275
H 3.191 -2.641 8.714 0.2146 0.2041 0.1008 0.3988
H 5.182 -1.446 8.102 0.0630 0.2348 -0.2383 0.3274
H 4.295 -1.748 6.562 -0.1854 0.3438 0.1555 0.2387
H 5.531 -3.603 5.989 0.6129 0.2558 -0.7548 0.5798
H 6.432 -3.730 7.402 0.2201 0.1242 0.3947 0.7007
H 8.098 -3.745 4.782 -0.3313 0.2995 -0.3951 0.6421
H 9.164 -3.737 6.038 -0.2471 0.4366 1.0252 0.6730
H 10.093 -1.328 4.874 0.0292 -0.1485 0.7759 0.2337
H 9.333 -2.036 3.579 -0.5136 -0.0141 -0.2142 0.0313
H 10.674 -4.123 3.790 0.1764 0.0831 -0.4111 0.4120
H 11.542 -3.293 5.066 0.2640 -0.4102 -0.0115 0.3691
H 11.316 -1.846 2.398 0.0538 0.0755 -0.0322 0.3210
H 12.632 -2.973 2.774 0.1193 0.2655 -0.0964 0.3861
H 12.406 -1.541 3.794 -0.0474 0.0747 -0.1800 0.3314
H 7.352 0.088 4.866 0.2464 0.0400 0.4133 0.3938
H 5.775 -0.297 5.509 0.0255 -0.0938 0.1674 0.6388
H 5.397 -1.865 3.839 -0.3948 -0.1620 -0.3106 0.3730
H 6.994 -2.080 3.323 0.4226 0.3067 -0.0550 0.5371
H 7.079 0.185 2.539 -0.0844 0.6529 -0.5739 0.3211
H 5.349 0.473 2.860 -0.1023 0.0037 0.0183 -0.3942
H 4.794 -1.490 1.330 0.3879 -0.6739 0.0601 0.2865
H 6.648 -1.590 0.973 -0.5078 -0.5478 0.0503 0.4964
H 5.652 -0.240 0.524 0.0352 -0.0164 -0.3879 -0.1407
H 8.437 -2.023 8.388 -0.0564 -0.3152 -0.2113 0.5708
H 7.242 -0.775 8.229 0.1873 0.3946 0.2000 0.5119
H 10.126 -0.691 6.998 -0.2728 -0.2476 -0.3900 0.3056
H 9.816 -0.015 8.468 -0.6536 -0.1103 0.4758 0.4893
H 9.003 1.068 5.778 0.2094 0.0326 -0.1150 0.2080
H 9.797 1.831 7.157 -0.1091 0.0767 -0.1596 0.5276
H 7.636 1.918 8.359 -0.6391 -0.1734 0.0405 0.3532
H 6.736 1.269 6.887 0.0161 -0.3062 0.4691 0.1629
H 7.470 2.821 6.879 0.3719 0.0581 -0.0859 0.4098
C -9.639 4.370 3.020 -0.3233 0.1450 -0.1783 -1.0518
C -8.872 3.255 2.363 0.4117 -0.5901 -1.4159 -0.8766
C -7.349 3.441 2.201 0.4915 -0.9821 1.4414 -0.4612
C -6.534 3.161 3.516 0.6057 -0.1933 0.1364 -1.4071
P -4.912 3.992 3.707 -0.3639 0.8778 -0.4378 0.4976
C -4.318 3.789 5.393 -1.4689 -0.3769 -0.5803 -1.0610
C -3.169 4.676 5.723 2.1053 -0.8330 1.9937 -0.4294
C -2.715 4.402 7.227 -0.8833 0.3858 -0.8612 -0.8771
C -2.379 2.962 7.659 -0.1501 0.7340 -0.4702 -0.9759
C -3.573 3.296 2.577 -0.0358 -0.1234 -0.0180 -0.8949
C -3.635 1.832 1.990 0.6000 0.6204 -0.6677 0.3870
C -3.491 0.651 2.941 -0.4057 0.0636 1.0591 -0.7627
C -2.081 0.336 3.529 -0.4626 0.2877 -0.4096 -0.5653
C -5.173 5.837 3.442 0.0890 -1.2596 0.7005 -1.2157
C -6.149 6.477 4.461 1.0822 -1.1239 1.5359 -0.6511
C -6.327 7.914 4.148 -1.7529 0.9225 0.0091 -0.7490
C -7.293 8.046 3.002 -0.0051 0.5267 -1.1170 -1.0402
H -9.455 5.327 2.532 0.4802 0.1325 0.2117 0.2048
H -9.434 4.409 4.090 -0.0903 0.2741 -0.0099 0.2822
H -10.712 4.262 2.863 -0.0201 -0.3947 0.3116 0.4223
H -9.188 3.077 1.335 -0.3781 0.6544 -0.3261 0.4165
H -9.133 2.260 2.723 0.3514 0.0300 0.8690 0.3868
H -7.084 4.409 1.777 -0.2223 0.1301 0.0842 0.4084
H -6.972 2.665 1.534 -0.1273 0.1414 -0.4105 0.2533
H -6.262 2.113 3.645 0.0563 -0.4609 -0.7219 0.7799
H -7.060 3.224 4.468 -0.3635 1.0327 -0.0177 0.7277
H -4.168 2.711 5.457 0.6941 -0.1137 0.2545 0.6718
H -5.173 3.940 6.052 -0.1280 0.3328 0.1141 0.8688
H -3.362 5.749 5.720 -0.2828 -0.1360 -0.4877 0.1955
H -2.306 4.429 5.103 0.0408 0.2623 -0.3873 0.1663
H -3.639 4.705 7.718 0.3050 0.1696 0.7466 0.3762
H -1.925 5.102 7.499 -0.1014 0.0231 -0.1103 0.4833
H -3.281 2.571 8.130 0.3886 -0.5135 0.0487 0.3288
H -1.532 2.962 8.345 -0.2930 -0.0512 0.1895 0.3426
H -2.072 2.347 6.813 -0.1370 -0.1953 -0.1139 0.1207
H -2.613 3.448 3.070 -0.0788 -0.1799 0.6487 0.1727
H -3.466 4.054 1.802 -0.3967 -0.1906 -0.5420 0.7141
H -2.834 1.683 1.266 0.4292 0.6782 -0.0582 -0.4837
H -4.491 1.766 1.318 -0.5031 -0.2617 0.4572 0.4263
H -3.755 -0.281 2.441 -0.3163 0.1967 -0.2795 0.4743
H -4.273 0.816 3.683 0.1523 -0.4148 0.6146 0.3176
H -1.523 -0.006 2.658 0.5072 0.1102 0.1474 -0.1879
H -2.069 -0.471 4.261 -0.4775 -0.1656 -0.1704 0.5362
H -1.543 1.131 4.045 -0.1467 0.4299 -0.3270 -0.0134
H -5.438 5.999 2.397 -0.1002 0.0637 0.0690 0.7254
H -4.236 6.345 3.669 0.3080 -0.2081 -0.4400 0.7034
H -5.725 6.429 5.464 0.9747 -0.0757 0.0511 0.2756
H -7.052 5.942 4.754 -0.5996 -0.0217 -1.2350 0.4521
H -5.408 8.463 3.938 0.1972 -0.2575 0.0291 0.3400
H -6.809 8.428 4.979 0.2771 -0.1008 0.3404 0.3502
H -8.242 7.523 3.119 0.0537 -0.0036 0.4334 0.2083
H -6.834 7.623 2.108 -0.0708 0.1197 -0.3785 0.2759
H -7.515 9.095 2.805 -0.0367 -0.0533 -0.1520 0.3981
C 0.456 6.557 0.962 -0.0793 -1.3106 0.0540 -1.6151
C 0.823 5.277 0.095 0.0326 1.3088 0.6637 1.0818
C 2.027 5.536 -0.850 -1.2333 -0.5970 0.4342 -0.1945
C 3.404 5.824 -0.202 0.2983 -1.0076 0.0161 -1.1219
P 4.486 4.320 0.184 0.5719 -0.2021 -1.1952 0.2186
C 4.576 3.413 -1.492 -0.6238 -0.9103 1.2185 -0.0171
C 5.320 2.018 -1.557 -0.3546 0.8387 0.3121 0.1257
C 5.498 1.536 -2.960 0.6605 -1.5087 -1.6262 0.0104
C 6.393 0.232 -3.098 0.6286 0.2860 -0.3247 -1.4588
C 6.216 4.749 0.729 -1.0620 0.6108 -1.6174 -0.8073
C 6.886 5.787 -0.217 -0.8153 1.2126 0.5267 -0.7469
C 8.242 6.168 0.316 1.6301 -0.8705 1.5397 -0.4271
C 9.073 7.156 -0.406 -0.7971 1.4890 -2.2899 -1.4814
C 3.724 3.242 1.516 -0.1712 1.2947 -2.8644 1.3818
C 3.557 3.932 2.819 1.3002 -0.4887 0.6702 -0.4646
C 2.859 3.009 3.781 -1.7290 0.1922 1.6065 -0.9938
C 1.326 2.683 3.597 0.6035 -0.4399 -0.6729 -0.8652
H 0.593 7.516 0.464 0.4625 -0.1700 -0.1599 0.3616
H 0.984 6.525 1.915 0.2504 0.3250 -0.1161 0.3602
H -0.595 6.570 1.251 -0.1280 -0.3233 -0.0638 0.4334
H -0.072 4.986 -0.456 0.0486 0.1605 -0.5962 -0.0473
H 0.974 4.376 0.690 0.2254 0.1819 0.4771 -0.6397
H 1.688 6.370 -1.464 0.5704 0.3380 -0.0330 0.5394
H 2.031 4.679 -1.524 0.4969 -0.0627 -0.1035 -0.2515
H 3.332 6.383 0.731 -0.1069 0.2233 -0.0982 0.6780
H 3.990 6.395 -0.921 0.2035 0.1175 0.1958 0.6419
H 4.819 4.059 -2.335 0.7669 0.3804 0.4041 0.8950
H 3.512 3.270 -1.680 -0.1912 -0.4958 0.0817 -0.7760
H 4.774 1.204 -1.081 -0.2653 0.3566 0.6192 -0.4665
H 6.307 2.057 -1.095 0.0218 0.2186 0.1403 0.5685
H 5.833 2.310 -3.650 0.8338 0.1593 0.3068 0.5130
H 4.557 1.311 -3.461 -0.5649 -0.2949 0.4369 -0.3486
H 6.831 0.154 -4.094 -0.3210 0.2444 -0.2569 0.4109
H 5.998 -0.768 -2.919 -1.0955 0.3277 0.0764 0.3148
H 7.297 0.154 -2.493 0.0173 0.9182 0.4737 0.4097
H 6.790 3.822 0.700 -0.1103 -0.1474 0.4496 0.6127
H 6.093 5.184 1.721 0.4066 -0.2263 0.1419 0.7251
H 6.274 6.688 -0.179 -0.1953 0.3014 0.2105 0.3065
H 6.861 5.601 -1.291 0.3277 -0.8899 0.0071 0.4805
H 8.867 5.280 0.411 -0.1515 -0.4427 0.2112 0.3438
H 8.205 6.611 1.311 -0.7121 -0.5010 0.4362 0.3193
H 9.194 6.828 -1.438 0.4559 0.0447 -0.1429 0.3329
H 10.028 7.509 -0.016 -0.0995 -0.7242 0.3939 0.3939
H 8.472 8.061 -0.493 0.0231 0.3749 -0.0992 0.3322
H 4.372 2.365 1.511 -0.4780 -0.3292 0.2163 -0.0605
H 2.719 3.132 1.108 -0.0217 -1.0484 -0.2672 -0.9041
H 3.126 4.928 2.711 -0.1208 -0.0524 0.2117 0.3107
H 4.568 3.981 3.222 0.0642 0.8010 0.2627 0.3780
H 2.992 3.404 4.789 -0.2535 0.5127 0.0437 0.6083
H 3.450 2.103 3.913 -0.2045 -0.4327 -0.6236 0.0846
H 1.187 1.968 2.786 0.1179 -0.4636 0.0562 0.0797
H 0.618 3.449 3.279 0.5824 0.8859 0.1821 0.2101
H 0.864 2.264 4.491 0.3860 -0.1540 0.0821 0.5059
C -2.449 -4.610 -4.165 -1.1092 0.1850 0.8183 0.2651
C -3.428 -5.548 -4.863 0.0505 -0.2681 -0.9411 -0.6749
C -4.254 -6.521 -4.019 0.2408 0.4466 -0.4204 -1.1301
C -3.328 -7.563 -3.421 0.1439 0.0283 0.8660 -0.9441
P -3.397 -7.678 -1.624 -0.0950 -2.2252 1.0018 -0.1547
C -5.112 -8.193 -1.196 1.5540 1.2985 -0.3822 -1.0600
C -5.523 -9.461 -1.969 -1.7550 0.7265 1.4035 -0.5556
C -6.388 -10.349 -1.032 0.6758 -1.0018 0.0715 -1.0093
C -7.660 -9.805 -0.319 1.2723 -0.2382 -1.0062 -1.1508
C -2.294 -9.114 -1.150 -0.7746 0.2586 -1.7938 -1.0269
C -2.422 -9.629 0.244 0.8173 0.8732 1.9582 -0.6318
C -1.374 -10.665 0.696 0.0296 -1.3738 -0.4342 -0.7290
C -1.186 -11.977 -0.104 -0.2222 0.3862 -0.3738 -1.2106
C -2.900 -6.154 -0.787 0.1917 0.0980 0.6033 -1.1538
C -1.369 -5.819 -0.774 -1.4472 0.7024 -0.0586 -0.6268
C -1.117 -4.411 -0.145 -0.0891 0.5668 -0.4120 -1.3635
C -1.733 -3.184 -0.885 0.2596 -1.4816 -0.2363 0.2478
H -2.284 -3.696 -4.735 0.0355 -0.0042 -0.0699 0.1115
H -1.479 -5.042 -3.920 -0.0823 -0.2109 -0.1452 0.3339
H -2.937 -4.343 -3.228 0.3250 0.4724 0.2069 -0.2062
H -2.788 -6.090 -5.559 -0.4741 -0.4741 -0.3763 0.4025
H -4.194 -5.042 -5.452 0.3339 0.6127 -0.1425 -0.1256
H -5.029 -6.959 -4.648 0.2803 -0.3495 -0.1564 0.4520
H -4.871 -5.970 -3.310 0.2903 0.1907 0.4636 0.4552
H -2.289 -7.280 -3.594 0.1510 -0.2321 -0.3571 0.7095
H -3.509 -8.562 -3.817 0.1628 0.0111 0.0172 0.7147
H -5.633 -7.279 -1.480 -0.6777 -0.1353 -0.1523 0.7522
H -5.199 -8.213 -0.110 0.0644 -0.4276 0.0455 0.7110
H -4.692 -10.016 -2.404 -0.1235 -0.0287 0.1214 0.5625
H -6.222 -9.135 -2.739 0.3334 -0.0682 -0.4712 0.3473
H -5.777 -10.747 -0.222 0.4511 0.0579 0.0185 0.2885
H -6.554 -11.240 -1.637 -0.6642 -0.0290 0.0302 0.5024
H -7.338 -9.307 0.596 -0.3191 0.2455 -0.0530 0.3278
H -8.251 -10.677 -0.039 -0.2014 0.2849 -0.0575 0.3873
H -8.197 -9.133 -0.989 -0.3450 -0.0222 0.2743 0.2951
H -1.287 -8.879 -1.495 0.2860 0.1291 0.4240 0.6771
H -2.597 -9.893 -1.849 -0.1558 -0.0909 -0.2744 0.6824
H -3.438 -9.836 0.578 -0.1105 -0.4977 -0.5591 0.3808
H -2.160 -8.773 0.866 -0.1085 0.3052 0.4333 0.2357
H -1.586 -11.112 1.667 -0.5046 0.8913 0.3643 0.3837
H -0.421 -10.152 0.824 0.1258 -0.0230 -0.2021 0.2975
H -0.540 -12.625 0.489 0.1404 0.0098 -0.2800 0.3970
H -0.787 -11.864 -1.112 0.3085 0.1319 0.0474 0.3079
H -2.116 -12.527 -0.241 -0.2217 0.1116 0.2351 0.3215
H -3.242 -6.259 0.243 0.0734 -0.3889 0.2767 0.8543
H -3.553 -5.341 -1.104 0.2130 0.1455 -0.5520 0.5344
H -1.051 -5.839 -1.816 0.3696 0.1951 -0.0426 0.3261
H -0.859 -6.639 -0.267 0.1563 0.2627 0.1828 0.5807
H -0.052 -4.179 -0.178 0.2335 -0.4391 0.2077 0.3728
H -1.411 -4.295 0.899 -0.0591 -0.7102 0.1113 0.5006
H -1.488 -2.270 -0.344 -0.1100 -0.0579 -0.2880 0.0505
H -2.807 -3.258 -1.057 -0.1060 0.1513 0.3472 0.2924
H -1.292 -3.231 -1.881 0.1337 0.6408 -0.2100 -0.3264
C -6.145 3.663 -7.694 0.2932 -1.5165 -1.5558 -1.2027
C -4.734 3.702 -8.346 0.8681 1.2367 0.5374 -0.0784
C -3.820 2.467 -7.936 -1.2762 1.3834 0.1697 -0.2215
O -2.448 2.669 -8.136 -0.6611 -0.4518 -0.0532 -0.4590
C -1.583 1.691 -7.560 1.6956 0.9225 0.0796 -0.2944
N -4.680 4.079 -9.861 -0.3701 -1.2544 0.6649 -0.2041
H -3.788 4.429 -10.180 0.7755 0.1344 0.2862 0.3475
H -4.860 3.261 -10.425 -0.2434 -0.4193 -0.4070 0.3419
H -5.352 4.777 -10.148 -0.6368 0.4331 0.1706 0.3984
H -6.894 4.070 -8.373 -0.0710 0.3494 0.2927 0.4443
H -6.148 4.155 -6.721 -0.0012 0.0061 -0.2830 0.2542
H -6.409 2.610 -7.596 -0.3343 0.0007 0.3393 0.3187
H -4.399 4.646 -7.917 1.0832 -0.2896 -0.0117 0.2988
H -4.221 1.540 -8.344 0.1005 -0.1625 -0.5893 0.4203
H -4.102 2.403 -6.885 0.3800 -0.0865 0.5033 0.0895
H -1.599 0.661 -7.917 -0.8281 0.0422 -0.3031 0.3322
H -1.503 1.719 -6.473 -0.9487 -0.0068 0.0820 -0.1993
H -0.590 2.052 -7.825 0.0543 -0.0247 -0.4103 0.3800
C -3.841 -4.874 -9.590 -0.2038 0.2660 0.2630 -1.4207
C -4.554 -3.494 -9.384 0.7753 -1.6980 -0.6467 0.2225
C -4.223 -2.974 -7.974 -0.0112 0.3310 -0.2181 -0.6843
O -4.701 -1.687 -7.701 -1.4469 -0.2990 -2.1000 -0.4241
C -4.251 -1.050 -6.562 0.9130 -0.3359 0.1977 -0.5972
N -4.077 -2.566 -10.524 0.0458 -0.1717 1.5691 -0.2370
H -3.075 -2.441 -10.506 0.6187 -0.1471 0.1065 0.3509
H -4.290 -2.957 -11.431 -0.4899 -0.0755 -0.4775 0.3860
H -4.470 -1.647 -10.378 -0.4834 0.3887 -0.3346 0.3046
H -4.421 -5.673 -9.129 -0.0003 0.1976 0.3356 0.3806
H -2.834 -4.878 -9.171 0.0085 0.0214 0.0273 0.3768
H -3.770 -5.220 -10.621 -0.0762 0.4558 -0.2359 0.4564
H -5.600 -3.705 -9.603 -0.1441 0.6750 0.3317 0.3046
H -3.141 -2.947 -7.846 0.3798 -0.3998 -0.0399 0.4142
H -4.664 -3.665 -7.255 0.1368 -0.3731 -0.0633 0.2606
H -5.049 -0.358 -6.291 0.4894 0.1277 0.3703 0.3289
H -3.281 -0.618 -6.809 0.0355 0.9158 0.1324 0.1531
H -3.970 -1.745 -5.771 -0.7008 -0.2168 0.3966 0.3623
C 1.311 -3.090 -4.107 -0.8070 1.1630 -0.1509 -1.0280
C 1.823 -1.631 -3.928 6.9953 -0.4096 -0.3367 0.7508
O 3.066 -1.448 -3.713 -6.6967 0.0718 -0.7986 -0.4067
N 0.897 -0.391 -4.208 2.9248 -0.7481 -2.2959 0.8789
H 0.297 -0.695 -4.961 -0.3883 -0.1264 -0.2339 0.4217
H 0.324 -0.253 -3.387 -0.9089 0.6887 1.3765 -0.3829
C 1.599 0.944 -4.678 -0.1142 -0.5990 1.4452 -0.2057
H 1.353 -3.570 -3.129 -0.5316 0.1218 0.0813 0.2549
H 1.869 -3.767 -4.754 1.0724 0.8162 -0.0413 0.5120
H 0.351 -3.121 -4.622 -0.5479 0.0895 0.7757 0.1875
H 0.877 1.580 -5.190 -0.0738 -0.5637 -0.2982 0.0513
H 2.524 0.749 -5.221 -0.4147 -0.3423 -0.1934 0.5325
H 1.872 1.509 -3.787 -0.0100 -0.3539 0.2168 -0.2012
C -4.383 3.781 -3.587 0.7233 0.5974 -0.2669 -1.3421
C -2.981 4.021 -4.074 0.6391 -2.2731 -1.6113 0.3182
O -2.271 3.226 -4.653 -1.3341 2.5437 1.1544 -0.2263
N -2.443 5.434 -3.811 1.4702 -1.4002 -0.1248 -0.0170
H -2.814 6.071 -4.502 -0.0731 0.3274 -0.5698 0.3923
H -2.857 5.728 -2.938 0.1994 0.3529 0.6723 0.4146
C -0.864 5.446 -3.810 -1.6011 0.6649 0.6486 -0.7190
H -4.788 2.886 -4.059 0.1246 0.0566 0.2724 0.1906
H -5.006 4.649 -3.801 -0.1520 0.0279 0.0325 0.5918
H -4.293 3.680 -2.506 -0.2490 -0.2628 0.1428 0.3828
H -0.622 6.503 -3.705 0.2880 -0.1609 -0.2721 0.4626
H -0.517 4.978 -4.731 -0.1406 0.1756 0.2582 0.2760
H -0.580 4.920 -2.898 0.1002 -0.1681 -0.2729 0.1951
```
Forces are in eV/Å.